Entry 1:
Computed, not measured: a cluster of 3 separate species, C32H65BN4O6PS3 in total at a distorted geometry, with ωB97M-V/def2-TZVPD.

Structure (XYZ):
```
112
C32H65BN4O6PS3 ωB97M-V/def2-TZVPD
C -1.765 2.267 -1.113
H 0.005 0.368 -0.359
H -9.992 1.222 -4.208
C 12.243 -0.693 -0.249
H -5.220 -0.398 -2.703
C 13.119 -2.534 0.995
H 6.236 0.887 1.643
H 4.797 -0.150 2.042
H 15.085 -1.477 -0.743
H -1.212 0.126 2.674
C -3.074 -1.884 2.843
H -13.097 2.974 -2.680
C 3.002 1.265 0.723
O 12.123 -2.064 0.102
S -2.649 -3.596 -2.519
C 4.527 1.226 0.294
H -12.812 3.890 -1.399
H -2.795 0.396 -0.619
C 8.006 -2.678 0.204
H -11.059 -0.116 -3.742
C -8.035 -0.547 -0.812
C -6.875 -1.592 -1.171
H 0.254 3.063 -1.452
C -0.317 2.608 -0.593
S -2.793 -4.664 1.965
H -5.098 1.660 2.253
C 5.417 0.255 1.194
H -11.890 3.427 -4.856
H -10.905 4.861 -2.356
H 12.423 -0.081 0.644
H 12.191 -1.202 -2.881
H 11.257 -0.403 -0.628
H -10.471 2.858 -1.184
H -1.023 0.786 4.335
C -3.185 0.549 3.654
H -0.393 3.416 0.192
C -3.586 -0.513 2.589
H -3.674 2.996 0.987
H -2.161 2.489 2.356
H -9.513 2.755 -2.651
H 5.375 -1.762 0.334
C -10.976 0.971 -3.800
H 6.668 -4.496 0.305
H 9.134 -2.671 0.173
O -1.609 -1.347 5.409
H -11.764 1.324 -4.466
H -0.211 -2.348 3.290
H -8.529 -0.111 -1.712
H 4.649 0.950 -0.789
H -2.001 1.134 0.803
C -4.882 1.160 1.270
H -3.697 1.535 3.572
C -2.614 1.381 -0.110
H 2.285 2.333 -1.054
H 2.243 0.480 -1.159
S -2.955 -3.912 5.272
H -4.534 2.464 -0.488
C -4.159 -2.578 0.658
H -6.931 -1.738 -2.288
H 7.665 -2.668 -0.870
C 14.722 -0.456 -0.865
C 7.421 -1.454 1.025
H 8.400 -4.861 0.612
H -5.898 1.154 0.783
C -11.340 3.963 -2.806
C -1.627 0.893 3.399
P -2.087 -2.468 4.300
H 13.420 -1.768 1.715
H 6.351 -0.497 -0.646
H 12.706 -3.383 1.542
H -2.397 -1.147 5.956
C 13.277 -0.403 -1.353
C -3.369 -2.955 1.840
H -8.834 -1.006 -0.168
O -0.672 -3.129 3.679
H 13.987 -2.893 0.438
O -1.422 2.222 2.930
H -10.226 4.002 -4.672
H -3.363 0.206 4.707
H -11.579 5.133 -4.607
H 0.509 1.382 1.043
H -2.379 3.170 -1.374
H 7.265 -1.799 2.087
H 15.382 0.029 -1.588
C 2.024 1.382 -0.523
H 4.910 2.279 0.389
N -4.357 -0.218 1.464
C -11.253 4.131 -4.320
N -4.443 -3.576 -0.353
B -5.442 -0.945 -0.861
O -11.164 1.494 -2.495
H 2.838 2.198 1.326
H -1.912 -4.850 0.921
H -7.591 0.315 -0.234
N 13.124 -1.316 -2.491
C -3.514 -3.608 -1.186
C -4.615 -1.207 0.523
H -1.633 1.675 -2.062
H 8.230 -0.666 1.028
O -4.876 -0.113 -1.838
C -3.935 2.076 0.384
H -7.037 -2.588 -0.685
C 0.493 1.349 -0.087
H 13.094 0.616 -1.707
N -12.751 3.895 -2.414
H 13.115 -2.265 -2.119
H 7.417 -4.038 1.909
H 2.787 0.358 1.351
H 14.836 0.065 0.089
C 6.102 -0.899 0.367
C -10.544 2.757 -2.272
C 7.598 -4.091 0.798
```

- HOMO energy (eV) = -10.1767
- multiplicity = 1
- frontier orbital gap (eV) = 5.5
- total charge = +1
- largest force on an atom (hartree/bohr) = 0.0767


Entry 2:
Computed, not measured: a structure of composition C32H65IN4O9PS at a distorted geometry, with ωB97M-V/def2-TZVPD.

Structure (XYZ):
```
113
C32H65IN4O9PS ωB97M-V/def2-TZVPD
H -1.260 8.330 0.064
C -3.795 -5.053 0.262
H -2.606 5.244 -0.686
H 2.856 -1.440 5.380
O -2.662 -3.781 2.029
C -2.495 0.568 -0.884
H -5.890 -4.893 -0.274
O 3.267 -1.341 -2.720
C -2.700 -2.618 -2.762
O -2.080 5.681 -3.863
H 0.795 -0.849 -2.724
H 4.201 -5.123 -0.061
C -0.140 -0.609 -0.850
H 2.348 -2.429 1.798
H -3.555 -1.990 -2.488
H -2.699 0.413 0.192
H 2.433 -2.449 -0.401
H -0.884 3.602 -4.725
H -0.129 -1.333 5.419
H -2.437 -1.957 -0.145
O 3.573 -3.868 -2.367
H 4.645 -6.511 3.972
C -2.905 9.703 -0.186
N 1.006 -1.210 2.781
C 0.324 -2.212 4.931
H -4.786 -3.973 -1.294
C -2.411 4.610 -3.555
C 4.476 -4.810 0.946
N 1.480 -2.812 -0.381
H 8.250 -7.857 3.541
H 6.293 -4.831 4.634
H -4.863 -5.760 -1.481
H 5.142 -6.768 1.536
O 2.186 -3.052 -4.247
C -2.571 8.696 -3.136
H -4.305 1.653 -1.091
C -3.245 1.865 -1.282
C -2.168 11.041 -0.219
H -2.514 3.293 -5.278
H -3.232 7.830 -3.105
H -3.177 9.598 -3.027
N 1.445 -1.948 1.706
H -2.715 7.605 -0.581
H 6.262 -4.086 3.054
H -1.325 -3.318 -0.009
I 0.094 -4.704 -2.181
H 4.041 -4.895 3.695
H -3.870 -5.971 0.862
H 7.270 -6.139 2.044
H 3.393 -4.639 -2.933
H -1.124 -2.560 2.523
H -2.030 2.797 0.230
H -3.129 2.006 -2.358
H -3.692 3.322 0.257
O -4.712 -3.165 1.363
H -2.537 -3.333 -1.954
H 8.268 -5.411 3.282
H 5.468 -4.358 0.893
C 7.391 -7.273 3.872
C -2.860 3.102 -0.422
H 3.456 -6.449 1.873
H 3.606 -1.086 -3.597
H -1.854 11.279 -1.238
C -1.538 -2.302 0.368
C 4.454 -6.001 1.897
C -0.980 0.656 -1.076
H -3.025 -3.197 -3.634
C -3.797 -3.880 1.256
C -2.081 8.497 -0.642
H -2.792 -5.036 -0.194
C 2.801 -1.834 4.360
C -2.479 4.328 -1.274
C -4.920 -4.928 -0.774
H 7.493 -7.106 4.946
C 0.962 -2.760 -1.775
H -0.496 12.077 0.680
H 3.761 -4.040 1.265
H -2.868 11.827 0.077
C -1.907 3.438 -4.376
H -0.203 10.359 0.432
H -2.998 -0.253 -1.405
H -0.445 -2.858 4.500
H 0.817 -2.782 5.726
C 1.333 -1.731 3.931
N -0.401 -1.380 0.389
H 3.389 -1.248 3.649
C 0.820 -2.062 0.579
H 3.146 -2.880 4.349
C 6.178 -5.049 3.567
H -0.604 1.421 -0.382
C 7.330 -5.948 3.119
H -1.912 2.479 -3.841
H 0.871 -0.204 -0.652
C -0.962 11.091 0.714
O -0.732 -2.384 -4.445
H -2.694 -1.736 2.108
C 0.119 -1.493 -2.139
H -3.806 9.782 -0.801
P 2.511 -2.739 -2.875
H -3.255 9.516 0.834
H -0.896 7.710 -2.244
H -2.107 8.729 -4.123
O -1.746 -0.424 -3.800
C -1.504 8.599 -2.053
H -1.260 10.895 1.747
H -0.727 1.043 -2.074
S -1.267 -1.691 -3.310
C -1.974 -2.524 1.850
O -3.262 4.460 -2.476
H 6.498 -7.877 3.702
H -0.826 9.454 -2.126
C 4.779 -5.628 3.343
H -1.411 4.238 -1.528
```

- HOMO energy (eV) = -11.7941
- multiplicity = 1
- frontier orbital gap (eV) = 7.6
- total charge = +1
- largest force on an atom (hartree/bohr) = 0.0738


Entry 3:
Computed, not measured: a cluster of 10 separate species, C32H66N10O8 in total at a distorted geometry, with ωB97M-V/def2-TZVPD.

Structure (XYZ):
```
116
C32H66N10O8 ωB97M-V/def2-TZVPD
H -4.666 -2.506 -3.372
C 2.672 0.116 -4.614
H 4.372 3.501 2.708
C -2.436 -2.543 -3.604
H 3.352 -0.277 2.250
H -2.382 -0.436 0.388
C -1.175 6.586 -0.249
H 2.663 -0.658 -6.521
H -4.488 -0.092 -3.645
C 2.611 -3.709 -3.862
H 1.712 -0.848 2.934
H -2.055 0.705 -4.347
C 4.819 -0.272 -4.074
H -3.464 0.073 4.289
C 3.249 -0.490 -5.686
C 2.248 -3.511 2.878
C -1.632 -2.692 2.866
H -5.462 0.475 0.350
N 3.615 0.251 -3.613
H 4.199 1.990 3.412
H 3.534 0.844 -2.806
H -2.119 3.893 4.929
H -2.163 -2.992 1.939
H 2.842 -4.356 -4.712
N 3.165 -2.343 2.705
C 3.875 2.507 2.566
H 1.040 -6.217 -3.519
H -3.179 6.169 -2.164
H 5.326 -1.122 -6.060
H 4.737 -3.182 3.843
H -2.347 0.738 2.617
O -0.544 -2.163 2.896
H 2.536 2.146 0.377
C -0.062 -1.197 -0.285
C 3.580 1.818 0.277
N 4.345 1.854 1.409
H 2.852 -4.416 3.149
H 3.532 -3.247 -3.479
H 2.007 -2.844 -4.210
H 2.128 -1.129 1.306
H 2.913 -3.467 -1.157
H 2.766 2.560 2.608
O -5.306 2.511 0.276
C -3.020 3.488 4.422
O 3.990 1.362 -0.786
H 0.076 -5.213 -2.332
H -4.044 -0.985 0.042
O 1.455 -4.652 -0.507
N -2.753 2.066 4.108
H -0.945 1.872 2.988
C -0.697 4.693 -1.767
H -0.970 -1.619 -0.753
H 5.738 -0.265 -3.440
H -1.566 -3.726 5.927
H -2.300 2.409 2.116
C 0.743 -5.208 -3.199
H 1.725 0.601 -4.677
H 6.292 2.314 1.653
C 2.130 -4.217 -1.427
N 1.912 -4.439 -2.795
O 4.910 -1.242 3.535
N -3.689 -0.692 -3.788
C -3.542 -4.022 3.742
H 5.792 0.755 2.340
C -3.443 1.133 4.736
C 0.173 0.976 0.630
H -0.008 0.396 1.553
N 0.083 0.233 -0.427
H -2.191 -3.542 -3.516
H -0.726 7.550 -0.229
H -0.602 -1.482 -4.118
H -3.288 4.037 3.450
H -0.342 1.650 -1.948
H -4.476 -3.558 4.148
H 0.781 -1.725 -0.701
H -3.290 -4.989 4.194
H -3.788 3.409 5.165
H 1.246 1.043 -1.859
H -2.777 -0.696 -1.298
C -2.048 1.746 2.896
C 4.603 -0.748 -5.366
N -3.692 0.968 -0.427
O -4.155 1.310 5.728
H 6.123 0.979 0.529
H -0.036 4.269 -1.020
C -4.872 1.358 0.134
H -0.098 -0.042 -2.472
C -1.947 -2.886 5.330
H 0.237 -4.827 -4.062
O -0.928 4.070 -2.763
C -2.113 6.499 -2.473
C -1.653 -1.417 -3.983
H -1.055 -2.224 5.331
C 2.576 -1.069 2.261
H -2.022 7.587 -2.470
C 5.729 1.413 1.434
O 0.506 2.145 0.626
H -2.711 2.057 -1.906
C -2.412 -0.282 -4.099
H -0.700 6.033 0.555
H -1.842 6.034 -3.355
H -1.849 2.133 -0.476
C -3.213 -0.378 -0.354
N -2.343 -3.150 3.929
H -2.191 6.662 0.148
H 1.402 -3.376 3.564
H -3.644 -4.309 2.684
H 1.750 -3.880 1.972
C 0.218 0.758 -1.774
H -3.281 2.965 -0.475
C 4.288 -2.307 3.450
C -3.706 -2.035 -3.547
N -1.195 5.926 -1.505
H -0.003 -1.450 0.767
H -2.704 -2.369 5.875
C -2.820 2.090 -0.855
```

- HOMO energy (eV) = -8.0610
- structure (SMILES) = c1cc[nH]c1.c1cc[nH]c1.CN(C)C=O.CN(C)C=O.CN(C)C=O.CN(C)C=O.CN(C)C=O.CN(C)C=O.CN(C)C=O.CN(C)C=O
- multiplicity = 1
- frontier orbital gap (eV) = 8.4
- largest force on an atom (hartree/bohr) = 0.0738


Entry 4:
Computed, not measured: a cluster of 9 separate species, C32H66NO17S7 in total at a distorted geometry, with ωB97M-V/def2-TZVPD.

Structure (XYZ):
```
123
C32H66NO17S7 ωB97M-V/def2-TZVPD
H 0.258 1.511 -5.779
C 0.911 4.645 -3.921
C 0.829 2.927 1.734
H 5.137 -0.630 -1.209
H 0.236 -6.915 2.586
H 2.781 1.790 4.660
O 0.207 -3.436 0.287
H -1.584 -1.421 -7.216
C -0.006 4.051 -2.974
C 0.932 -6.391 0.693
C -5.030 1.716 0.641
C 3.771 1.952 -2.218
H 4.115 3.104 -2.274
H -5.521 -1.921 3.783
N 0.295 -0.728 -0.359
H 1.833 -6.155 2.736
H 1.428 4.032 -6.168
H -1.061 -4.158 -4.920
C 3.985 0.455 3.370
H 0.602 -3.745 -5.272
H 0.277 2.532 5.404
S 2.388 -1.630 3.658
H -5.264 0.640 0.382
H -5.262 3.445 -0.166
S -0.275 2.371 -3.444
H -0.250 -5.604 -1.169
C -5.262 2.476 -0.696
H 1.736 -5.922 0.154
H -5.626 1.958 1.500
H -3.220 -3.536 3.731
H -3.754 3.193 -2.160
H 4.736 -1.574 3.859
H -6.255 2.240 -1.437
C 5.693 0.315 -1.146
C 5.926 0.677 -2.653
H 2.065 4.698 -3.583
S 4.223 1.215 -0.647
O 0.409 1.446 -2.516
O -0.866 -2.524 -2.988
C 4.029 -1.087 3.238
H -4.750 0.257 5.040
O 3.351 0.302 -0.112
C -2.615 -0.076 4.274
C -4.141 -0.053 4.194
H -2.201 -0.067 5.497
O 1.391 2.209 0.904
H -1.383 3.267 3.621
C -3.911 2.380 -1.560
H -1.081 5.260 2.362
H -4.408 -2.075 5.330
H 0.680 -4.068 2.904
H 3.935 0.333 -3.698
H 1.453 -0.323 5.710
C 0.270 3.623 4.993
O 4.756 2.278 0.150
H -2.504 -0.761 -4.892
C -0.036 -4.760 2.445
H 0.397 5.590 3.301
S -1.967 -1.462 3.565
H -2.942 -2.258 -7.077
S -2.616 2.112 -0.307
H 6.427 -0.116 -3.309
H 1.291 3.809 4.833
H -0.130 -3.070 -7.378
H 1.826 2.122 -4.674
H -3.824 -2.580 2.456
O -1.841 3.272 -0.166
C 0.521 3.896 -5.306
H -0.393 -1.107 0.253
H -0.150 4.291 5.660
H 1.298 -7.449 0.700
H -0.972 4.579 -3.119
H 1.209 -1.061 -0.324
C -0.353 3.457 3.554
H 6.403 1.687 -2.928
H 3.674 0.482 5.507
H -1.707 -4.026 -6.960
C 4.437 1.124 -3.289
O 1.629 -1.719 2.399
C -3.437 -2.435 3.465
H -0.928 -4.995 3.192
H 0.000 -0.754 -1.314
H 4.439 -1.289 2.344
C 0.643 2.291 -4.978
O -1.618 -1.061 2.237
C -0.998 -3.278 -6.675
O -1.980 -4.182 0.953
H -3.058 -2.327 -4.572
H -0.616 4.163 -5.509
O -1.099 -2.141 4.504
O 0.345 -1.125 -4.697
C -4.511 -1.694 4.257
H -4.712 0.156 3.357
H 2.659 1.905 -2.394
O -1.964 0.814 -0.734
H 0.377 0.076 -0.111
C 3.172 0.692 4.694
C 0.840 -6.107 2.161
S -0.737 -2.085 -4.300
H 4.842 0.860 3.449
H 0.508 5.708 -3.952
S -0.646 -4.409 0.861
H 1.153 0.398 4.191
C -0.451 -3.555 -5.288
O 2.402 -2.778 4.504
O -1.651 2.116 -3.746
C -0.080 4.759 2.677
H 4.737 1.418 -4.284
H -2.084 0.623 3.655
H -3.141 1.008 1.725
H -3.188 2.733 1.870
H -1.105 -6.505 -0.016
O 0.719 4.231 1.629
C -3.498 1.853 1.138
O 0.246 2.401 2.807
C 1.890 -0.176 4.590
C -2.286 -1.664 -5.053
H -3.980 1.524 -2.176
C -0.300 -5.892 0.013
H 3.608 0.877 2.527
H 0.272 4.041 -2.008
C -1.977 -2.059 -6.475
H 6.620 0.552 -0.528
```

- HOMO energy (eV) = -11.8081
- multiplicity = 1
- frontier orbital gap (eV) = 10.2
- total charge = +1
- largest force on an atom (hartree/bohr) = 0.2655